Below is C20H50Ba2NO9 as an isolated structure in a non-equilibrium geometry, with properties calculated with ωB97M-V/def2-TZVPD.

Summary:
HOMO level = -14.36 eV
net charge = +3
M = 723.27 u
ΔE to the lowest compared entry with this formula, charge and spin = 659.8 kcal per mole
strongest force on any atom = 16.9 eV/Å

```
82
Properties=species:S:1:pos:R:3:forces:R:3
Ba -5.334 22.240 7.816 8.39 10.12 2.93
Ba -7.985 20.977 9.978 1.05 2.99 9.64
O -10.728 21.323 7.847 -9.34 9.32 4.78
O -8.897 21.010 8.162 14.44 -1.62 -2.86
O -7.042 21.195 5.087 6.98 7.38 -3.79
O -7.724 15.822 3.573 1.88 0.35 -1.51
O -10.625 19.734 6.670 1.65 -3.66 -5.60
O -6.774 21.029 7.558 -8.62 -5.51 0.40
O -7.248 18.928 9.663 0.51 -1.64 1.36
O -4.276 21.162 6.264 1.81 0.33 -1.35
O -8.287 20.293 6.112 -8.75 -3.76 14.01
N -8.597 15.944 4.591 -2.24 0.14 2.66
C -9.936 15.566 4.153 -0.75 -1.54 1.14
C -10.882 20.692 5.619 -2.12 -0.61 -1.32
C -7.045 17.001 6.098 -1.30 0.56 -2.51
C -10.803 20.032 4.264 -0.86 1.13 0.15
C -7.109 21.422 2.676 -0.47 -0.34 0.71
C -9.914 14.030 3.858 -0.26 0.67 -0.33
C -10.699 22.722 7.726 -1.20 0.70 -0.54
C -4.352 18.839 6.311 1.02 -0.81 -0.07
C -5.716 17.752 8.319 -0.28 -2.01 1.84
C -7.668 20.717 3.950 2.63 2.87 -3.11
C -8.478 18.481 4.462 0.03 -4.28 1.50
C -10.527 16.277 2.950 0.01 0.09 -0.14
C -10.836 17.143 6.005 -1.75 -2.66 -1.05
C -12.014 23.320 7.247 -0.55 0.31 0.12
C -4.960 20.045 5.719 -0.01 -1.74 -0.88
C -10.888 15.703 5.355 -0.43 1.45 -0.49
C -7.990 20.811 7.312 -1.22 -1.36 -1.74
C -8.420 17.174 5.389 0.37 0.11 -1.46
C -7.133 18.319 8.395 1.19 -1.22 -0.08
C -9.466 17.296 6.473 0.94 0.19 0.73
H -10.736 14.944 6.123 0.31 0.01 -0.01
H -9.225 20.244 6.310 -4.94 -2.25 -0.42
H -11.876 15.520 4.932 -0.17 0.02 0.24
H -7.909 17.557 8.327 0.18 0.17 -0.20
H -11.478 15.801 2.712 0.13 -0.18 -0.22
H -10.350 23.166 8.658 -0.11 0.34 0.33
H -5.002 20.160 4.636 0.32 -0.29 0.08
H -7.544 20.933 1.804 -0.21 0.32 -0.09
H -7.793 18.448 3.615 -0.10 -1.46 0.24
H -9.533 13.465 4.708 0.21 0.08 -0.08
H -9.754 19.813 4.068 -2.33 1.54 -0.55
H -7.411 19.657 3.947 0.36 2.64 -1.58
H -11.419 19.134 4.307 0.19 0.23 -0.40
H -7.273 19.089 7.636 -0.04 -1.06 0.69
H -10.224 21.559 5.686 0.20 0.14 -0.26
H -3.280 18.860 6.506 0.35 0.13 -0.81
H -5.523 16.937 9.017 -0.43 0.07 0.69
H -7.491 20.793 5.835 6.60 4.05 -5.62
H -11.245 20.682 3.509 0.16 0.13 -0.03
H -7.294 22.497 2.685 -0.29 -0.06 -0.15
H -9.998 22.986 6.935 0.62 0.14 -0.09
H -11.889 21.094 5.723 0.08 -0.14 0.25
H -9.828 21.042 8.029 -7.32 0.38 -0.99
H -4.922 18.489 8.436 -0.86 -0.51 1.98
H -7.325 14.966 3.744 0.35 -0.18 -0.34
H -9.377 18.272 6.951 0.36 -0.35 0.05
H -8.267 19.377 5.046 -0.49 -4.21 -1.70
H -10.804 17.315 3.137 0.33 0.15 -0.03
H -6.032 21.311 2.545 0.10 -0.25 0.38
H -4.624 17.940 5.758 0.39 0.13 -0.11
H -9.295 16.551 7.250 0.17 -0.39 0.07
H -11.902 24.390 7.070 0.15 0.03 0.10
H -11.544 17.067 6.830 -0.05 0.57 0.07
H -8.710 20.988 4.119 -0.03 -0.36 -1.06
H -10.940 13.703 3.687 -0.05 -0.01 0.03
H -10.787 20.316 7.416 -2.41 -1.88 -0.21
H -9.846 16.189 2.104 -0.16 0.21 -0.10
H -6.960 16.010 6.543 -0.27 0.03 0.29
H -6.336 17.029 5.270 0.39 0.05 0.20
H -5.610 17.245 7.359 0.84 0.15 1.26
H -7.060 18.211 10.273 0.17 -0.33 0.75
H -12.869 23.204 7.912 0.30 -0.15 0.35
H -11.157 17.915 5.305 0.11 -0.66 0.44
H -12.350 22.899 6.299 0.33 -0.04 0.03
H -9.442 18.710 4.010 1.16 -2.65 0.20
H -3.364 21.205 5.967 0.49 -0.22 -0.50
H -6.001 20.110 6.035 1.62 -0.41 -0.55
H -6.846 17.791 6.822 -0.79 -0.97 -2.88
H -9.383 13.799 2.935 0.22 -0.05 0.12
H -4.741 18.671 7.315 1.09 1.39 -3.00
```
Forces are in eV/Å.

***

Below is C20H50F12HfN4O12PS2 as an isolated structure in a non-equilibrium geometry, with properties calculated with ωB97M-V/def2-TZVPD.

Summary:
HOMO level = -11.72 eV
net charge = +1
M = 1040.21 u
ΔE to the lowest compared entry with this formula, charge and spin = 760.7 kcal per mole
strongest force on any atom = 3.9 eV/Å

```
102
Properties=species:S:1:pos:R:3:forces:R:3
Hf 15.679 -18.705 -15.041 -0.38 -0.32 -0.04
S 10.323 -16.637 -12.221 0.22 0.28 -1.04
S 16.670 -22.049 -20.574 -2.25 1.16 0.68
P 18.996 -25.023 -13.993 -0.59 -0.65 -0.31
F 17.829 -23.942 -14.518 0.36 -0.83 -0.31
F 20.106 -26.001 -13.325 -0.36 -0.01 -1.13
F 18.544 -26.193 -15.147 0.59 1.90 1.74
F 18.119 -24.230 -20.371 -0.64 1.20 -1.28
F 17.890 -25.587 -12.907 0.44 0.12 -0.97
F 17.756 -23.623 -22.499 0.20 0.99 2.11
F 19.201 -22.573 -21.191 -0.22 0.45 -0.49
F 9.577 -18.645 -10.551 0.09 -0.21 0.81
F 19.463 -23.906 -12.951 -0.05 0.82 0.79
F 20.051 -24.344 -15.060 -0.53 -0.95 0.12
F 8.419 -18.521 -12.370 0.50 0.61 0.93
F 8.083 -16.986 -10.797 1.61 -1.69 -0.61
O 16.965 -21.528 -19.202 0.21 -1.07 -2.16
O 20.940 -18.670 -18.807 -0.56 -0.88 1.81
O 19.324 -17.189 -9.913 -0.04 0.69 -0.78
O 12.733 -21.094 -16.144 1.64 -0.45 0.31
O 11.479 -17.456 -12.671 -1.25 0.41 0.59
O 14.324 -18.256 -8.548 -0.18 0.86 0.28
O 15.509 -13.262 -16.204 -0.59 2.04 -0.62
O 16.463 -20.911 -21.503 0.69 -1.64 1.00
O 9.577 -16.131 -13.397 0.75 -0.52 1.34
O 12.695 -18.678 -17.568 -0.17 -0.56 0.58
O 15.481 -22.933 -20.513 1.53 0.95 -0.15
O 10.753 -15.580 -11.302 -0.70 -1.19 -0.54
N 15.827 -20.148 -10.367 0.35 -0.25 0.52
N 17.172 -15.672 -11.284 -0.80 -0.14 1.07
N 17.177 -15.085 -17.669 0.25 0.55 -0.46
N 20.461 -19.273 -15.949 0.44 0.37 0.72
C 11.551 -20.810 -16.810 -0.61 1.48 -1.04
C 14.726 -19.518 -8.159 0.74 -1.01 -0.92
C 17.677 -13.755 -17.263 -0.57 0.49 0.91
C 18.033 -23.174 -21.237 0.47 -1.95 0.41
C 22.006 -19.065 -17.873 0.19 2.79 -0.55
C 9.020 -17.828 -11.378 -1.04 2.24 -1.59
C 21.715 -18.641 -16.350 0.58 -0.81 -3.79
C 18.552 -13.175 -18.362 0.11 -0.14 0.47
C 16.457 -12.815 -17.135 1.96 -0.76 -0.42
C 14.374 -17.138 -7.619 0.26 -1.10 -0.74
C 14.780 -20.489 -9.381 0.29 -0.95 1.36
C 14.499 -12.249 -16.356 -1.45 0.02 0.82
C 11.706 -19.690 -17.923 -0.08 -0.30 1.04
C 22.739 -19.261 -15.420 2.16 0.83 -0.60
C 21.292 -18.308 -20.099 0.81 0.04 -0.69
C 20.129 -17.774 -8.920 0.61 -0.66 0.37
C 18.389 -15.028 -10.797 1.53 -0.50 -2.04
C 15.183 -21.925 -8.811 -1.70 0.33 -0.41
C 18.193 -13.555 -10.582 -0.62 0.81 1.44
C 18.974 -15.829 -9.614 0.35 0.14 0.25
H 18.334 -15.859 -8.732 -0.51 0.27 0.09
H 14.108 -12.206 -17.372 0.00 -0.34 -0.15
H 20.411 -18.130 -20.716 -0.17 -0.08 0.39
H 19.296 -13.896 -18.699 -0.01 -0.02 -0.06
H 22.767 -20.350 -15.450 -0.44 -0.04 -0.02
H 16.720 -15.645 -10.381 -0.92 -1.39 0.57
H 21.672 -17.552 -16.342 0.02 -0.03 0.27
H 10.866 -20.484 -16.027 -0.51 0.36 -0.39
H 19.563 -18.038 -8.027 -0.08 0.44 0.29
H 10.725 -19.215 -17.938 -0.04 0.07 -0.25
H 20.762 -20.201 -16.208 -1.18 -1.02 -0.22
H 17.989 -15.568 -18.023 0.48 -0.62 0.34
H 21.043 -17.229 -8.685 -0.28 0.81 0.26
H 16.047 -12.659 -18.133 -0.60 -0.71 -0.41
H 13.542 -17.132 -6.915 -0.61 0.21 -0.58
H 20.590 -18.717 -9.216 -0.62 -0.20 -0.83
H 17.711 -12.914 -11.321 0.13 -0.84 -1.01
H 18.180 -13.837 -16.299 0.11 0.08 0.03
H 21.915 -17.415 -20.144 0.03 0.49 0.32
H 20.918 -19.278 -15.049 -2.53 -0.66 1.88
H 19.090 -12.286 -18.033 -0.19 0.15 -0.19
H 16.516 -15.014 -11.680 0.44 0.64 -1.07
H 22.349 -20.085 -18.046 -0.40 -0.27 0.24
H 17.844 -12.968 -19.164 0.47 0.33 -0.44
H 11.974 -20.000 -18.933 -0.13 -0.70 0.22
H 15.771 -19.554 -7.852 0.44 0.45 0.53
H 13.659 -12.381 -15.674 0.06 -0.76 0.00
H 12.600 -22.020 -15.925 0.83 -0.17 0.45
H 21.911 -19.035 -20.625 -0.02 -0.58 0.09
H 14.721 -22.048 -7.832 0.18 -0.24 0.04
H 23.756 -18.972 -15.686 0.18 0.17 -0.03
H 13.836 -20.576 -9.919 -0.15 0.12 0.30
H 16.331 -21.021 -10.303 0.44 -0.30 -1.40
H 12.554 -17.998 -18.231 0.23 0.31 0.05
H 14.164 -19.938 -7.325 -0.45 -0.06 -0.07
H 16.518 -19.597 -9.877 0.08 1.07 -0.07
H 15.215 -17.126 -6.925 0.68 -0.28 -0.47
H 16.826 -11.799 -16.994 0.12 0.22 1.00
H 19.171 -15.080 -11.555 0.07 -0.47 -0.36
H 22.618 -18.917 -14.392 -0.22 -0.05 0.07
H 14.766 -11.218 -16.123 1.04 -0.03 0.05
H 16.846 -14.739 -18.559 -1.26 -0.83 -0.69
H 14.446 -16.344 -8.362 -0.38 0.57 0.86
H 19.862 -15.272 -9.315 0.29 -0.03 0.13
H 16.229 -22.232 -8.784 0.25 0.78 0.22
H 11.171 -21.741 -17.231 -0.29 0.28 -0.46
H 17.432 -13.490 -9.805 0.34 0.48 0.83
H 14.743 -22.670 -9.475 -0.19 -0.08 0.05
H 22.793 -18.387 -18.202 0.78 -0.30 0.18
H 19.108 -13.005 -10.360 -0.01 -0.21 0.56
```
Forces are in eV/Å.

***

Below is a 4-piece molecular cluster, C20H50N3O11P2S overall in a non-equilibrium geometry, with properties calculated with ωB97M-V/def2-TZVPD.

Summary:
HOMO level = -5.00 eV
net charge = -1
M = 602.65 u
strongest force on any atom = 7.7 eV/Å

```
87
Properties=species:S:1:pos:R:3:forces:R:3
S -2.997 1.412 1.787 -0.30 -0.40 0.04
P 2.785 0.520 1.611 0.68 -0.82 4.67
P -1.633 0.029 1.692 -0.30 1.21 -0.67
O 2.601 6.261 -0.960 0.26 -0.17 -0.15
O 0.427 3.489 0.767 -1.03 -6.72 3.67
O 1.586 -5.156 4.855 0.23 0.06 -0.26
O 0.180 -4.570 2.161 0.09 -0.37 0.28
O -0.446 -7.280 3.487 -0.37 0.10 -0.15
O 5.256 4.704 -0.818 -0.07 0.35 -0.41
O -0.152 2.710 2.993 1.44 -3.32 -6.41
O 5.322 7.431 -2.280 0.43 0.06 0.18
O -6.162 -2.068 -4.479 0.25 -0.08 -0.36
O -5.986 0.373 -2.353 0.12 -0.18 0.15
O -3.526 -1.374 -3.043 -0.52 -0.10 -0.09
N 0.082 0.772 -0.347 0.43 -0.56 1.19
N 3.496 0.429 3.095 -1.73 -0.28 -1.79
N 1.122 -0.080 1.825 0.95 0.95 -1.81
C 0.119 2.369 1.714 0.03 7.12 1.80
C 5.077 5.011 -2.208 0.32 -0.05 0.30
C -5.238 -2.967 -3.864 -0.31 0.57 0.31
C 3.169 5.601 0.172 0.28 0.35 -0.35
C 1.314 5.764 -1.289 0.07 0.12 0.05
C 4.697 5.645 0.109 -0.36 -0.22 0.13
C -4.644 0.795 -2.609 -0.32 -0.35 -0.33
C -1.712 -7.897 3.657 0.45 0.17 0.06
C -0.142 -7.027 2.114 0.37 0.19 0.58
C -0.220 -4.247 3.501 0.29 0.29 -0.05
C -6.435 0.747 -1.061 0.02 -0.07 -0.25
C 0.081 0.794 1.165 -0.31 0.06 -0.62
C 2.960 -4.981 5.158 -0.34 -0.12 0.05
C -6.358 -2.350 -5.856 -0.04 0.18 0.51
C 0.961 -3.944 4.428 -0.31 -0.56 0.05
C -4.555 -2.300 -2.667 0.31 0.00 -0.26
C 6.273 8.469 -2.111 -0.46 -0.26 -0.10
C -3.973 -0.139 -3.620 0.16 0.18 0.37
C 0.819 -5.842 1.986 -0.33 0.12 -0.17
C 5.923 6.197 -2.680 -0.73 0.12 0.15
H -5.406 -2.307 -6.394 0.03 -0.13 -0.09
H 0.976 6.267 -2.198 0.14 0.12 0.05
H 3.511 -0.397 0.771 -0.65 0.74 -0.42
H -5.806 -3.838 -3.523 0.13 -0.23 0.07
H 2.823 6.128 1.067 0.04 -0.21 0.22
H 4.020 5.137 -2.450 0.08 0.30 0.06
H -1.901 -7.998 4.728 0.14 0.00 -0.10
H 1.677 -3.300 3.905 -0.04 0.00 0.00
H -0.879 -5.015 3.911 0.25 -0.07 0.10
H -0.821 -3.335 3.411 0.18 -0.03 -0.08
H -1.056 -6.814 1.549 0.01 0.04 0.00
H 1.207 -5.833 0.962 -0.18 0.04 0.05
H 3.497 -4.597 4.286 0.08 0.14 0.07
H 6.758 8.699 -3.066 0.16 0.07 0.06
H 5.417 4.120 -2.747 0.11 0.08 0.12
H -4.601 -0.319 -4.495 -0.19 0.02 0.19
H -6.822 -3.332 -5.981 0.03 -0.09 -0.16
H -7.441 0.342 -0.916 0.12 0.07 -0.17
H 1.684 -5.942 2.644 -0.20 -0.14 0.17
H 7.020 8.184 -1.364 0.15 0.02 -0.05
H 3.078 -4.300 6.009 0.17 0.04 -0.09
H 2.852 1.875 1.058 -0.50 -1.27 -0.13
H -1.511 -0.748 2.908 0.37 0.26 -0.89
H 1.359 4.690 -1.489 -0.19 -0.01 0.23
H 0.165 -0.217 -0.680 0.14 1.31 0.33
H -6.471 1.838 -0.971 0.04 -0.04 0.19
H 5.083 5.348 1.091 -0.09 -0.14 -0.14
H -4.693 1.809 -3.021 0.25 0.09 0.00
H 0.331 -7.928 1.711 0.03 -0.02 -0.27
H 0.812 1.397 -0.754 -0.92 -0.53 0.70
H -1.985 -0.910 0.623 0.79 0.28 0.92
H -5.275 -1.835 -1.990 -0.14 0.04 -0.25
H 0.607 5.972 -0.481 -0.06 -0.30 -0.04
H -4.476 -3.289 -4.581 0.03 0.02 0.00
H 5.976 6.199 -3.774 0.15 -0.17 -0.11
H -1.717 -8.890 3.198 -0.16 -0.06 -0.06
H -4.047 -3.081 -2.092 0.06 0.05 -0.16
H -3.065 0.355 -3.984 -0.03 -0.09 0.20
H 5.750 9.359 -1.750 -0.02 -0.19 -0.12
H -2.502 -7.275 3.226 -0.09 -0.08 -0.09
H 0.601 -3.428 5.325 -0.06 0.24 -0.10
H 2.839 4.557 0.217 -0.10 0.07 0.09
H -5.781 0.322 -0.293 0.05 0.20 0.10
H 1.077 -1.075 1.491 -0.09 1.26 0.23
H 2.753 0.078 3.756 1.00 0.68 -0.92
H 5.073 6.652 -0.078 -0.19 0.02 -0.16
H 3.382 -5.956 5.419 -0.19 0.11 0.01
H 6.935 6.107 -2.270 -0.02 -0.02 0.04
H -7.020 -1.586 -6.270 0.02 -0.07 0.15
H -4.058 0.810 -1.684 0.02 0.02 -0.03
```
Forces are in eV/Å.